{
  "formula": "C49H141N21O16",
  "method": "the ωB97M-V functional and the def2-TZVPD basis",
  "elements": ["C", "C", "C", "O", "C", "N", "H", "H", "H", "H", "H", "H", "H", "H", "H", "H", "H", "C", "C", "C", "O", "C", "N", "H", "H", "H", "H", "H", "H", "H", "H", "H", "H", "H", "C", "C", "C", "O", "C", "N", "H", "H", "H", "H", "H", "H", "H", "H", "H", "H", "H", "C", "C", "C", "O", "C", "N", "H", "H", "H", "H", "H", "H", "H", "H", "H", "H", "H", "C", "C", "C", "O", "C", "N", "H", "H", "H", "H", "H", "H", "H", "H", "H", "H", "H", "C", "C", "C", "O", "C", "N", "H", "H", "H", "H", "H", "H", "H", "H", "H", "H", "H", "C", "C", "C", "O", "C", "N", "H", "H", "H", "H", "H", "H", "H", "H", "H", "H", "H", "C", "C", "C", "O", "C", "N", "H", "H", "H", "H", "H", "H", "H", "H", "H", "H", "H", "C", "C", "C", "O", "C", "N", "H", "H", "H", "H", "H", "H", "H", "H", "H", "H", "H", "C", "C", "C", "O", "C", "N", "H", "H", "H", "H", "H", "H", "H", "H", "H", "H", "H", "C", "C", "C", "O", "C", "N", "H", "H", "H", "H", "H", "H", "H", "H", "H", "H", "H", "C", "O", "N", "N", "H", "H", "H", "H", "C", "O", "N", "N", "H", "H", "H", "H", "C", "O", "N", "N", "H", "H", "H", "H", "C", "O", "N", "N", "H", "H", "H", "H", "C", "O", "N", "N", "H", "H", "H", "H"],
  "positions_angstrom": [[18.609, 12.557, 28.917], [18.870, 12.993, 27.412], [17.582, 12.925, 26.554], [17.989, 13.148, 25.201], [17.012, 12.816, 24.213], [19.445, 14.304, 27.326], [17.912, 13.259, 29.373], [19.440, 12.575, 29.622], [18.091, 11.607, 29.048], [19.647, 12.344, 27.009], [16.820, 13.599, 26.947], [17.247, 11.888, 26.524], [16.994, 11.729, 24.135], [17.383, 13.164, 23.249], [16.039, 13.286, 24.357], [19.628, 14.451, 26.344], [20.389, 14.243, 27.678], [14.162, 20.430, 22.672], [14.448, 18.986, 22.962], [15.388, 18.662, 24.146], [15.717, 17.307, 24.398], [16.357, 16.576, 23.360], [13.129, 18.403, 23.262], [15.037, 21.078, 22.715], [13.495, 20.823, 23.440], [13.653, 20.591, 21.722], [14.885, 18.596, 22.043], [15.050, 19.021, 25.118], [16.335, 19.191, 24.034], [17.246, 17.142, 23.086], [15.677, 16.395, 22.527], [16.694, 15.661, 23.847], [12.798, 18.645, 24.186], [13.294, 17.408, 23.315], [15.159, 11.786, 19.792], [14.943, 10.295, 20.081], [13.416, 9.867, 20.000], [13.119, 8.499, 20.307], [11.772, 8.151, 20.167], [15.699, 9.607, 19.052], [14.879, 12.040, 18.769], [16.221, 11.977, 19.948], [14.722, 12.470, 20.519], [15.242, 10.128, 21.116], [13.028, 10.091, 19.006], [12.783, 10.446, 20.672], [11.171, 8.818, 20.785], [11.604, 7.147, 20.554], [11.393, 8.099, 19.146], [15.408, 8.679, 18.780], [15.739, 10.182, 18.223], [24.891, 14.156, 18.494], [23.984, 15.035, 19.368], [22.435, 15.011, 18.918], [21.533, 15.835, 19.685], [21.835, 17.218, 19.479], [24.030, 14.610, 20.690], [25.800, 14.040, 19.085], [25.164, 14.560, 17.519], [24.540, 13.138, 18.326], [24.236, 16.094, 19.309], [22.008, 14.019, 19.069], [22.429, 15.280, 17.861], [22.476, 17.529, 20.304], [20.875, 17.714, 19.626], [22.191, 17.462, 18.478], [23.227, 15.067, 21.099], [23.839, 13.618, 20.662], [19.295, 9.226, 23.475], [19.918, 9.216, 22.129], [19.265, 10.083, 21.044], [19.938, 10.092, 19.805], [19.563, 11.232, 19.019], [21.224, 9.807, 22.265], [19.905, 8.551, 24.076], [18.278, 8.860, 23.335], [19.148, 10.230, 23.874], [20.110, 8.182, 21.840], [19.086, 11.078, 21.452], [18.280, 9.650, 20.867], [19.892, 12.195, 19.410], [18.503, 11.328, 18.783], [19.977, 11.082, 18.022], [21.610, 10.108, 21.382], [21.757, 8.975, 22.473], [15.984, 8.641, 12.372], [16.894, 9.885, 11.910], [17.911, 10.142, 13.004], [17.307, 10.502, 14.238], [18.196, 10.857, 15.298], [17.430, 9.555, 10.590], [15.350, 9.052, 13.158], [16.639, 7.907, 12.841], [15.402, 8.179, 11.575], [16.288, 10.790, 11.871], [18.508, 10.965, 12.610], [18.652, 9.368, 13.206], [18.292, 11.942, 15.256], [19.058, 10.206, 15.153], [17.789, 10.521, 16.252], [18.219, 10.127, 10.323], [16.734, 9.705, 9.874], [14.983, 17.551, 14.524], [16.008, 18.329, 13.690], [15.675, 18.008, 12.159], [16.605, 18.617, 11.187], [17.972, 18.351, 11.495], [15.798, 19.724, 14.002], [15.404, 17.669, 15.523], [14.975, 16.463, 14.462], [13.976, 17.965, 14.467], [17.033, 17.993, 13.852], [14.658, 18.367, 12.000], [15.644, 16.942, 11.936], [18.347, 19.034, 12.257], [18.601, 18.492, 10.616], [18.274, 17.392, 11.916], [16.060, 19.928, 14.956], [16.383, 20.297, 13.411], [9.837, 15.629, 20.420], [10.946, 14.568, 20.559], [11.691, 14.555, 21.934], [12.554, 13.401, 21.894], [13.479, 13.402, 23.005], [10.339, 13.263, 20.139], [10.269, 16.629, 20.454], [9.113, 15.711, 21.230], [9.291, 15.576, 19.479], [11.760, 14.777, 19.865], [11.049, 14.518, 22.815], [12.225, 15.505, 21.914], [13.789, 14.429, 23.198], [14.400, 12.855, 22.799], [12.972, 13.106, 23.923], [10.654, 13.290, 19.179], [10.819, 12.470, 20.540], [21.923, 12.564, 13.007], [22.430, 13.929, 13.543], [21.642, 14.519, 14.767], [20.248, 14.877, 14.517], [20.061, 16.169, 14.244], [23.818, 13.586, 13.971], [21.766, 11.826, 13.792], [22.523, 12.157, 12.193], [21.001, 12.672, 12.435], [22.533, 14.633, 12.718], [22.065, 15.395, 15.261], [21.485, 13.914, 15.660], [20.605, 16.636, 13.423], [20.268, 16.768, 15.130], [19.022, 16.250, 13.925], [24.137, 12.945, 13.259], [23.666, 12.950, 14.741], [11.495, 17.041, 14.981], [10.545, 16.106, 15.794], [11.173, 15.676, 17.141], [12.566, 15.270, 17.116], [12.725, 13.833, 17.225], [9.273, 16.794, 15.969], [12.104, 17.805, 15.464], [10.886, 17.508, 14.207], [12.264, 16.472, 14.459], [10.283, 15.270, 15.146], [10.563, 14.885, 17.578], [11.056, 16.520, 17.821], [12.289, 13.194, 16.458], [12.335, 13.517, 18.192], [13.789, 13.611, 17.139], [8.600, 16.196, 16.426], [8.925, 17.069, 15.061], [16.349, 14.923, 20.323], [17.773, 14.886, 19.776], [17.828, 15.285, 18.251], [17.236, 14.254, 17.366], [16.792, 14.697, 16.091], [18.491, 15.866, 20.579], [16.392, 14.460, 21.309], [15.605, 14.342, 19.777], [15.894, 15.912, 20.272], [18.253, 13.926, 19.967], [18.854, 15.571, 18.019], [17.327, 16.241, 18.101], [17.381, 14.009, 15.485], [17.003, 15.673, 15.656], [15.708, 14.582, 16.117], [18.711, 15.456, 21.475], [19.389, 16.002, 20.137], [14.266, 17.933, 18.941], [15.089, 18.710, 19.305], [14.408, 16.810, 18.406], [13.006, 18.130, 19.188], [13.560, 16.459, 17.985], [15.266, 16.365, 18.111], [12.281, 17.514, 18.848], [12.865, 19.070, 19.527], [14.629, 13.017, 13.824], [15.511, 13.636, 13.274], [13.475, 13.459, 14.009], [14.718, 11.780, 14.267], [12.722, 12.832, 14.253], [13.202, 14.259, 13.457], [15.622, 11.329, 14.276], [13.936, 11.318, 14.708], [18.280, 13.924, 11.424], [19.219, 14.267, 10.765], [17.163, 13.374, 11.009], [18.150, 14.212, 12.654], [17.109, 13.146, 10.026], [16.400, 13.431, 11.669], [18.906, 14.713, 13.097], [17.287, 14.150, 13.176], [20.389, 13.821, 22.815], [19.941, 14.884, 23.111], [20.144, 12.753, 23.458], [21.169, 13.580, 21.783], [20.562, 11.839, 23.355], [19.530, 12.832, 24.256], [21.281, 14.474, 21.327], [21.528, 12.689, 21.469], [18.063, 19.613, 21.241], [19.039, 19.609, 21.936], [17.167, 20.553, 21.091], [17.684, 18.577, 20.504], [16.523, 20.476, 20.317], [17.308, 21.440, 21.552], [18.236, 17.744, 20.647], [16.742, 18.519, 20.145]],
  "forces_ev_per_a": [[-0.9, 0.8, -0.6], [-0.2, -1.2, 1.3], [1.5, -1.3, -0.1], [-0.8, 1.1, 0.0], [0.9, 0.0, 0.0], [0.2, 1.0, 0.0], [-0.1, 0.4, -0.2], [0.5, -0.1, -0.6], [0.3, -0.3, -0.5], [-0.5, -1.0, -0.3], [-0.1, 0.2, -0.3], [-0.5, -0.1, 0.7], [-0.7, -0.2, 0.1], [0.2, 0.2, 0.1], [0.0, -0.2, 0.4], [-0.3, 0.5, -0.5], [0.2, 0.2, 0.5], [0.4, 1.3, 0.8], [-0.5, -0.3, 1.1], [1.5, 0.8, -0.2], [-1.2, -0.4, 0.0], [0.2, 0.9, 0.9], [0.0, -1.2, -1.2], [0.2, -0.2, -0.2], [-0.2, 0.0, 0.1], [0.1, -0.3, -0.1], [-0.2, -0.6, 0.0], [-0.7, 0.1, -0.1], [0.4, 0.3, -0.5], [0.1, -0.1, -0.6], [0.2, -0.1, -0.1], [-0.1, -0.2, -0.3], [0.2, 0.4, 0.2], [-0.3, -0.4, 0.1], [0.1, -0.2, 0.9], [-2.3, -0.4, -0.7], [-0.3, 0.4, 0.3], [1.5, -0.1, -0.4], [-0.3, -0.1, 0.6], [0.9, -0.2, 0.1], [0.0, 0.2, 0.0], [0.2, -0.1, -0.5], [-0.6, -0.2, -0.2], [0.5, -0.5, -0.1], [0.2, 0.0, -0.5], [0.2, 0.5, 0.4], [-0.4, 0.2, -0.2], [0.4, 0.0, 0.2], [0.2, 0.5, -0.3], [-0.3, 0.0, 0.4], [0.0, -0.1, -0.1], [0.2, 0.4, 0.2], [-2.2, 0.4, -2.6], [0.9, -0.2, 0.0], [1.5, -0.3, -1.2], [-1.2, 0.1, 1.2], [0.4, -0.3, 1.9], [0.2, 0.1, -0.2], [-0.2, 0.2, 0.1], [-0.5, 0.0, 0.1], [0.5, 0.0, -0.1], [0.3, -0.3, -0.3], [-0.5, 0.1, -0.2], [0.4, 0.4, -0.4], [0.1, 0.4, 0.0], [0.3, -0.2, 0.1], [0.1, -0.2, 0.9], [-0.1, -0.3, 0.5], [-1.5, -0.2, -0.4], [0.9, 1.4, -1.9], [-2.0, -1.4, 0.5], [0.2, 1.0, 0.0], [0.1, -0.5, -0.9], [1.9, -0.2, 0.8], [-0.4, 0.3, 0.5], [-0.1, -0.5, 0.5], [0.6, 0.0, 0.2], [-0.9, -0.2, -0.6], [0.4, 0.4, 0.0], [-0.5, 0.1, -0.1], [0.2, -0.1, 0.4], [-0.5, -0.3, 0.7], [0.5, 0.0, 0.1], [-0.2, -0.1, -0.4], [1.1, 0.4, 0.5], [0.9, 1.7, 0.2], [-1.7, -2.2, 0.5], [1.3, 0.9, -0.4], [-1.2, -0.3, -0.2], [-0.5, -0.8, -0.9], [0.7, 0.0, 0.4], [-0.4, -0.4, 0.0], [0.0, -0.2, -0.2], [0.1, 0.2, 0.0], [-0.2, 0.1, 0.1], [0.3, 0.6, 0.2], [-0.3, -0.7, -0.3], [0.8, -0.1, 0.3], [0.8, 0.8, 0.1], [-0.4, 0.3, 0.0], [0.2, 0.2, 0.1], [-0.2, -0.1, 0.1], [1.3, -0.1, 1.0], [-1.4, -1.3, -2.2], [1.2, 1.0, 0.5], [-0.5, -0.8, 1.2], [0.4, 0.6, 0.2], [0.1, 0.3, -0.5], [-0.7, 0.3, 0.6], [0.0, -0.1, -0.8], [0.3, 0.1, -0.1], [0.1, -0.3, 0.4], [0.2, 0.5, -0.4], [0.3, -0.3, 0.5], [-0.1, 0.5, 0.1], [-0.4, 0.1, -0.2], [-0.8, -0.7, -0.3], [0.0, -0.1, 0.2], [0.0, 0.2, -0.1], [0.7, 1.0, 0.4], [-0.8, -0.5, 1.0], [-0.5, -0.8, -1.5], [0.6, 0.7, 0.6], [-0.7, 1.1, -0.3], [0.5, 0.9, 0.0], [0.4, 0.2, -0.2], [0.0, -0.8, 0.1], [0.1, -0.4, 0.0], [0.1, 0.4, -0.2], [-0.2, -0.1, 0.0], [0.5, 0.0, 0.4], [0.2, 0.3, -0.1], [-0.4, -0.4, -0.2], [0.1, -0.5, 0.0], [-0.6, -0.8, -0.4], [0.3, 0.0, 0.3], [-1.9, 0.9, -0.8], [0.5, -1.5, 0.6], [-1.3, 0.2, 0.1], [1.9, -3.1, -0.2], [-0.9, 2.9, -0.3], [-0.3, 0.8, 0.6], [0.2, 0.0, 0.1], [0.8, 0.1, 0.4], [-0.6, 0.1, 0.4], [-0.4, 0.2, 0.2], [0.8, 0.3, -0.7], [0.7, -1.2, -0.4], [0.6, -0.4, -0.3], [-0.3, 0.5, 0.2], [-0.2, 0.6, 0.4], [0.5, 0.2, -0.2], [0.3, -0.1, 0.6], [-0.1, -0.8, -0.4], [1.1, 0.7, -0.8], [-0.3, -0.1, -0.3], [-1.6, -1.1, -0.9], [0.5, 0.5, 0.3], [0.2, 0.5, 1.1], [-0.7, 0.1, 0.7], [0.1, 0.2, 0.0], [-0.1, -0.4, 0.0], [0.9, -0.7, 0.0], [0.0, -0.2, 0.1], [0.2, 0.2, -0.1], [-0.6, 0.6, -0.3], [0.2, -0.1, 0.1], [0.1, 0.3, 0.4], [-0.2, 0.0, -0.1], [-0.2, 0.0, 0.1], [-0.5, -1.0, -0.6], [-1.0, 0.6, -0.8], [-0.5, -0.6, 0.6], [1.3, 2.2, 2.2], [0.5, -1.2, 0.0], [0.6, 0.0, -0.8], [-0.3, 0.5, 0.3], [0.3, -0.4, -0.4], [0.6, 0.2, 0.6], [-0.3, -0.6, -0.6], [0.4, -0.7, -0.5], [-0.6, 0.1, 0.2], [-1.0, -0.1, -0.9], [0.4, 0.5, 1.0], [-0.1, -0.3, -0.7], [0.1, 0.1, 0.5], [0.5, 0.0, 0.1], [-0.3, 1.5, 1.4], [3.2, 2.7, 1.0], [1.6, -6.3, -3.7], [-4.0, 2.3, 1.2], [0.7, -0.8, -0.2], [0.0, 0.5, 0.2], [0.0, 0.7, 0.4], [-0.9, -0.3, 0.0], [3.3, -2.5, -0.4], [1.5, 1.2, -0.7], [-7.4, 4.0, 0.3], [1.3, -2.8, 0.9], [0.2, 0.3, -0.1], [0.0, 0.1, 0.3], [0.3, -0.3, 0.0], [0.4, 0.1, -0.1], [-0.6, 0.7, -1.8], [2.7, 0.0, -2.1], [-1.9, -2.0, -2.6], [1.0, 2.1, 6.7], [-0.5, 0.1, 0.3], [-0.4, -0.5, -0.7], [-0.2, -0.6, -0.3], [0.1, -0.3, -0.2], [0.8, -0.9, -0.7], [-1.2, 3.4, 0.3], [-2.0, -4.9, 4.4], [1.6, 1.8, -2.8], [0.4, 0.2, -0.5], [0.0, 0.1, 0.1], [0.7, -0.5, -1.1], [-0.2, 0.4, 0.2], [-0.3, -1.7, -0.7], [2.0, 0.6, 1.5], [-2.0, 4.1, 0.4], [0.7, -2.1, -1.0], [0.0, 0.3, 0.3], [-0.1, -0.1, -0.3], [-0.6, -0.3, -0.2], [0.2, -0.2, -0.1]],
  "lumo_energy_ha": -0.01328,
  "multiplicity": 1,
  "e_above_lowest_ev": 5.538,
  "charge": 0,
  "total_energy_ha": -4304.9940,
  "orbital_gap_ev": 8.18
}